Here is C13H24BrFN4O3 in the gas phase from the OMol25 dataset. Energies are from ωB97M-V/def2-TZVPD.

F_max   5.6 eV/Å
Spin multiplicity   1
HOMO   -0.3363 Eh
Total charge   0
Total energy   -98724.5692 eV

Cartesian coordinates (Å):
C1 3.03 0.31 -2.47
C2 2.55 0.14 -1.27
C3 1.60 0.16 0.05
C4 2.49 0.95 1.19
O1 1.70 2.07 1.70
C5 1.75 3.20 0.77
C6 1.15 4.55 1.40
O2 1.34 -1.15 0.59
C7 0.51 -1.97 -0.26
O3 -0.31 -1.27 -1.20
C8 -0.53 -2.73 0.76
C9 -0.88 -1.87 2.07
C10 -1.49 -0.40 1.79
C11 -2.68 -0.36 0.70
N1 -2.59 0.97 0.01
C12 -3.53 1.08 -1.13
N2 -4.83 0.87 -1.01
N3 -2.93 1.47 -2.44
C13 1.44 -3.14 -0.88
Br1 3.31 -3.12 -0.12
N4 1.61 -3.09 -2.36
F1 0.95 -4.21 -2.86
H1 3.48 0.71 -3.46
H2 0.66 0.82 -0.09
H3 2.71 0.29 2.10
H4 3.49 1.31 0.71
H5 1.09 2.95 -0.16
H6 2.83 3.39 0.42
H7 1.09 4.42 2.55
H8 1.80 5.49 1.17
H9 0.10 4.78 0.96
H10 0.19 -0.98 -2.00
H11 -0.11 -3.74 1.13
H12 -1.51 -3.00 0.19
H13 0.02 -1.77 2.80
H14 -1.70 -2.44 2.68
H15 -1.95 -0.04 2.79
H16 -0.72 0.40 1.49
H17 -2.67 -1.22 -0.06
H18 -3.67 -0.37 1.30
H19 -1.64 0.96 -0.43
H20 -5.09 0.63 -0.04
H21 -2.07 0.93 -2.61
H22 -3.62 1.36 -3.21
H23 1.04 -4.20 -0.63
H24 2.61 -3.13 -2.63



Here is a molecular structure, C13H24BrI2N4O3PS from the OMol25 dataset. Energies are from ωB97M-V/def2-TZVPD.

F_max   1.8 eV/Å
Spin multiplicity   1
HOMO   -0.3049 Eh
Total charge   0
Total energy   -132335.8596 eV

Cartesian coordinates (Å):
C1 3.68 0.53 1.39
C2 2.18 0.88 1.45
P1 1.33 1.23 -0.15
C3 2.52 1.16 -1.54
C4 3.37 -0.10 -1.81
C5 -0.04 -0.01 -0.39
O1 0.33 -1.40 -0.51
N1 1.60 -1.64 -0.01
O2 1.80 -2.79 0.05
C6 -0.99 0.08 0.86
C7 -1.05 -1.09 1.84
C8 -1.81 -2.39 1.46
N2 -2.76 -2.69 2.53
N3 -0.92 -3.55 1.42
N4 -2.39 -2.29 0.12
C9 -2.24 0.80 0.36
S1 -3.81 0.34 1.13
O3 -2.26 0.72 -1.06
C10 -1.03 0.42 -1.59
Br1 -1.24 -1.22 -2.74
C11 -0.54 1.56 -2.56
I1 0.19 1.04 -4.50
C12 -0.59 2.86 -2.24
C13 -1.24 3.44 -1.01
I2 0.18 4.39 -3.47
H1 3.81 -0.55 1.39
H2 4.18 0.97 0.54
H3 4.16 0.91 2.29
H4 2.06 1.79 2.03
H5 1.63 0.11 2.01
H6 2.00 1.41 -2.46
H7 3.19 2.00 -1.35
H8 4.35 0.20 -2.18
H9 3.53 -0.72 -0.94
H10 2.93 -0.70 -2.60
H11 -0.52 0.85 1.48
H12 -0.03 -1.33 2.12
H13 -1.51 -0.69 2.75
H14 -3.18 -3.59 2.29
H15 -3.52 -2.01 2.53
H16 -0.50 -3.64 0.51
H17 -0.21 -3.50 2.13
H18 -3.38 -2.10 0.17
H19 -2.30 -3.17 -0.36
H20 -2.11 1.84 0.64
H21 -4.62 0.81 0.17
H22 -1.35 4.52 -1.14
H23 -0.64 3.28 -0.12
H24 -2.24 3.05 -0.93



Here is a molecular structure, C13H24Cl2NO4P2Sn from the OMol25 dataset. Energies are from ωB97M-V/def2-TZVPD.

F_max   2.8 eV/Å
Spin multiplicity   1
HOMO   -0.3411 Eh
Total charge   +1
Total energy   -72996.3957 eV

Cartesian coordinates (Å):
Sn1 -0.35 -1.46 0.08
P1 -1.17 -0.11 2.25
C1 -1.53 1.58 1.74
C2 -0.92 2.06 0.54
N1 -0.24 1.21 -0.35
C3 0.87 1.70 -0.94
C4 1.19 3.06 -0.94
C5 0.29 3.96 -0.36
C6 -0.84 3.45 0.26
C7 1.87 0.75 -1.61
P2 1.15 -0.88 -2.01
H1 -1.57 4.12 0.72
H2 2.15 3.36 -1.40
H3 0.52 5.01 -0.39
H4 2.29 1.19 -2.53
H5 2.73 0.58 -0.92
H6 -4.60 1.42 -0.93
H7 -2.62 1.86 1.69
H8 -2.72 -0.61 -2.62
O1 -5.02 0.54 -0.85
H9 -5.59 0.51 -0.02
H10 -1.91 -1.30 -1.35
O2 -2.44 -1.51 -2.27
H11 -3.24 -2.11 -2.11
C8 0.21 -0.57 -3.53
H12 0.91 -0.21 -4.29
H13 -0.24 -1.50 -3.90
H14 -0.56 0.20 -3.40
C9 2.60 -1.85 -2.47
H15 2.30 -2.89 -2.67
H16 3.08 -1.44 -3.37
H17 3.35 -1.85 -1.66
C10 0.24 0.16 3.38
H18 -0.14 0.87 4.12
H19 0.66 -0.74 3.86
H20 1.04 0.65 2.81
C11 -2.63 -0.91 3.01
H21 -2.38 -1.91 3.41
H22 -3.00 -0.29 3.85
H23 -3.46 -1.03 2.29
Cl1 4.78 -2.22 1.35
C12 3.25 -2.47 2.14
Cl2 3.16 -1.81 3.80
C13 2.13 -1.81 1.32
O3 1.19 -2.64 0.97
O4 2.15 -0.59 1.06
H24 3.06 -3.54 2.22



Here is a molecular structure, C13H24F3INO4 from the OMol25 dataset. Energies are from ωB97M-V/def2-TZVPD.

F_max   3.9 eV/Å
Spin multiplicity   1
HOMO   -0.1308 Eh
Total charge   -1
Total energy   -39801.3742 eV

Cartesian coordinates (Å):
C1 4.78 -2.39 -0.83
C2 4.67 -0.90 -0.25
C3 3.84 0.10 -1.22
N1 2.53 0.50 -0.60
C4 1.61 0.98 -1.69
C5 0.11 0.43 -1.60
C6 -0.08 -0.93 -0.77
C7 0.85 -2.14 -1.27
C8 -0.02 -0.71 0.84
C9 2.74 1.62 0.33
O1 3.88 2.03 0.67
O2 1.64 2.30 0.95
I1 1.85 2.12 2.97
H1 3.85 -2.96 -0.51
H2 4.83 -2.38 -1.98
H3 5.74 -2.84 -0.40
H4 5.73 -0.47 -0.23
H5 4.27 -0.90 0.82
H6 3.64 -0.52 -2.17
H7 4.49 0.97 -1.52
H8 2.03 0.81 -2.75
H9 1.54 2.12 -1.59
H10 -0.61 1.24 -1.22
H11 -0.24 0.21 -2.67
H12 -1.16 -1.27 -0.97
H13 0.76 -3.04 -0.57
H14 0.41 -2.49 -2.27
H15 1.93 -1.85 -1.45
H16 1.06 -0.90 1.16
H17 -0.65 -1.50 1.35
H18 -0.36 0.35 1.07
C10 -4.25 1.86 -0.21
C11 -5.39 1.81 0.79
O3 -5.63 0.52 1.32
C12 -4.81 0.05 2.43
O4 -4.81 0.92 3.42
C13 -3.37 -0.39 2.00
F1 -3.39 -1.04 0.80
F2 -2.84 -1.28 2.88
F3 -2.47 0.61 1.87
H19 -4.24 0.98 -0.85
H20 -4.33 2.75 -0.84
H21 -3.28 1.92 0.30
H22 -6.31 2.07 0.24
H23 -5.28 2.57 1.57
H24 -5.29 -0.93 2.63



Here is C13H24F3NO7P2S in the gas phase from the OMol25 dataset. Energies are from ωB97M-V/def2-TZVPD.

F_max   1.4 eV/Å
Spin multiplicity   1
HOMO   -0.3016 Eh
Total charge   0
Total energy   -67257.0719 eV

Cartesian coordinates (Å):
C1 -1.16 1.76 4.86
C2 -0.45 1.63 3.52
O1 -0.43 0.33 3.00
C3 -1.63 -0.04 2.36
C4 -1.38 -1.23 1.44
C5 -0.71 -0.92 0.12
P1 -0.41 -2.55 -0.85
C6 -1.35 -2.49 -2.44
C7 -1.24 -3.92 0.06
C8 -1.40 0.17 -0.73
C9 -0.27 1.14 -1.17
O2 -0.44 2.26 -0.30
N1 0.54 3.25 -0.48
O3 0.38 4.12 0.27
P2 -0.46 1.67 -2.94
O4 -1.56 2.83 -2.79
O5 -1.18 0.51 -3.77
S1 1.13 2.26 -3.85
C10 0.96 0.26 -0.87
C11 2.30 0.93 -0.77
C12 3.47 0.00 -1.05
O6 3.27 -0.80 -2.20
C13 3.86 -0.93 0.11
F1 5.22 -1.12 0.13
F2 3.28 -2.15 0.00
F3 3.51 -0.41 1.31
O7 0.60 -0.38 0.31
H1 -2.07 1.16 4.91
H2 -1.46 2.80 5.00
H3 -0.52 1.50 5.69
H4 -0.88 2.34 2.81
H5 0.59 1.92 3.65
H6 -2.06 0.81 1.84
H7 -2.36 -0.35 3.11
H8 -2.34 -1.69 1.22
H9 -0.77 -1.96 1.97
H10 -2.38 -2.15 -2.30
H11 -1.35 -3.49 -2.84
H12 -0.83 -1.82 -3.11
H13 -0.52 -4.45 0.68
H14 -1.58 -4.62 -0.70
H15 -2.12 -3.65 0.64
H16 -2.07 -0.19 -1.51
H17 -2.05 0.80 -0.12
H18 -1.39 3.48 -3.49
H19 -2.10 0.39 -3.49
H20 1.01 -0.40 -1.75
H21 2.44 1.41 0.20
H22 2.34 1.72 -1.51
H23 4.35 0.62 -1.21
H24 3.66 -0.36 -2.95



Here is 2 unconnected molecules or ions with the total composition C13H24N2O6 from the OMol25 dataset. Energies are from ωB97M-V/def2-TZVPD.

F_max   4.3 eV/Å
Spin multiplicity   2
HOMO (spin up / spin down)   -0.1683 / -0.1683 Eh
Total charge   -1
Total energy   -29133.0344 eV

Cartesian coordinates (Å):
C1 3.15 -3.91 0.93
C2 3.09 -2.60 1.82
O1 3.81 -2.55 2.85
O2 2.30 -1.45 1.54
C3 2.59 -0.91 0.22
C4 1.31 -0.66 -0.71
N1 1.64 -1.29 -2.06
C5 -0.04 -1.38 -0.22
C6 -1.16 -0.37 0.36
C7 -2.19 -0.06 -0.83
C8 -2.00 -1.25 1.44
N2 -0.60 0.83 1.05
O3 0.00 0.54 2.17
C9 0.25 1.68 0.15
C10 -0.54 2.91 -0.54
C11 1.35 2.39 1.12
C12 1.01 0.89 -1.01
H1 2.27 -4.03 0.22
H2 3.32 -4.87 1.53
H3 4.09 -3.80 0.26
H4 3.14 0.10 0.38
H5 3.34 -1.56 -0.36
H6 2.40 -0.76 -2.51
H7 1.96 -2.26 -1.92
H8 0.10 -2.24 0.51
H9 -0.52 -1.85 -1.16
H10 -1.63 0.48 -1.67
H11 -2.74 -1.00 -1.21
H12 -3.02 0.62 -0.43
H13 -1.37 -1.61 2.31
H14 -2.32 -2.19 0.86
H15 -2.98 -0.74 1.75
H16 -0.70 3.75 0.21
H17 -1.54 2.62 -1.00
H18 0.13 3.35 -1.38
H19 2.18 1.68 1.44
H20 1.84 3.19 0.46
H21 0.86 2.96 1.98
H22 0.52 0.96 -2.04
H23 2.04 1.40 -1.13
C13 -4.92 2.41 -1.40
O4 -3.87 2.94 -0.94
O5 -6.00 2.72 -0.63
O6 -5.10 1.70 -2.40
H24 -5.47 3.25 -0.01



Here is a molecular structure, C13H24N3O4PtS from the OMol25 dataset. Energies are from ωB97M-V/def2-TZVPD.

F_max   0.7 eV/Å
Spin multiplicity   3
HOMO (spin up / spin down)   -0.4016 / -0.4016 Eh
Total charge   +1
Total energy   -40603.8590 eV

Cartesian coordinates (Å):
Pt1 0.37 0.01 0.37
N1 -0.55 0.12 2.41
C1 -2.04 0.02 2.39
C2 -2.51 -1.26 1.70
C3 -2.47 -1.23 0.18
N2 -1.09 -1.42 -0.32
H1 -0.17 -0.61 3.00
H2 -0.28 1.01 2.84
H3 -2.41 0.90 1.85
H4 -2.42 0.07 3.41
H5 -3.54 -1.44 2.01
H6 -1.93 -2.11 2.07
H7 -2.81 -0.26 -0.19
H8 -3.12 -2.00 -0.23
H9 -1.10 -1.41 -1.34
H10 -0.76 -2.36 -0.09
C4 -0.32 3.58 -1.73
C5 -0.93 4.25 -0.50
C6 -1.16 3.09 0.47
O1 -1.03 1.88 -0.30
C7 -1.01 2.22 -1.70
H11 0.76 3.46 -1.63
H12 -0.52 4.12 -2.66
H13 -1.88 4.73 -0.76
H14 -0.28 5.02 -0.08
H15 -2.16 3.12 0.91
H16 -0.42 3.06 1.27
H17 -2.04 2.29 -2.07
H18 -0.48 1.43 -2.24
N3 2.43 1.05 0.51
C8 2.62 -0.29 0.04
C9 2.28 -1.32 0.96
C10 2.05 -2.61 0.46
C11 2.14 -2.84 -0.89
C12 2.60 -1.86 -1.76
C13 2.86 -0.57 -1.30
S1 1.58 -4.44 -1.56
O2 0.69 -3.95 -2.61
O3 2.79 -5.07 -2.00
O4 0.91 -5.02 -0.42
H19 2.58 1.77 -0.18
H20 2.91 1.32 1.36
H21 2.27 -1.12 2.03
H22 1.75 -3.43 1.11
H23 2.70 -2.10 -2.81
H24 3.13 0.23 -1.99



Here is 3 unconnected molecules or ions with the total composition C13H24NO7S from the OMol25 dataset. Energies are from ωB97M-V/def2-TZVPD.

F_max   0.4 eV/Å
Spin multiplicity   1
HOMO   -0.1945 Eh
Total charge   -1
Total energy   -40527.3790 eV

Cartesian coordinates (Å):
O1 4.97 -0.32 -1.52
S1 5.27 0.03 -0.14
O2 6.43 -0.62 0.43
O3 4.09 0.07 0.72
C1 5.68 1.79 -0.25
C2 4.69 2.64 -0.74
C3 4.97 3.99 -0.84
C4 6.22 4.45 -0.44
C5 7.13 3.52 0.02
N1 6.88 2.21 0.12
H1 3.73 2.23 -1.02
H2 4.22 4.68 -1.21
H3 6.50 5.49 -0.49
H4 8.13 3.84 0.32
C6 1.30 -0.95 0.94
O4 -0.12 -1.02 0.75
C7 -0.66 -2.29 1.03
C8 -1.37 -2.33 2.37
O5 -0.49 -2.16 3.46
C9 -0.39 -0.83 3.92
H5 1.59 0.09 0.87
H6 1.59 -1.34 1.92
H7 1.83 -1.50 0.16
H8 0.11 -3.06 1.00
H9 -1.40 -2.52 0.25
H10 -1.86 -3.30 2.49
H11 -2.15 -1.55 2.38
H12 -1.32 -0.52 4.43
H13 -0.18 -0.14 3.10
H14 0.43 -0.79 4.63
C10 -2.78 -0.50 -1.64
O6 -3.79 0.49 -1.74
C11 -4.64 0.32 -2.85
C12 -5.97 -0.29 -2.46
O7 -5.84 -1.62 -1.99
C13 -5.82 -1.72 -0.58
H15 -2.30 -0.39 -0.66
H16 -3.20 -1.51 -1.73
H17 -2.01 -0.36 -2.41
H18 -4.16 -0.29 -3.62
H19 -4.82 1.31 -3.28
H20 -6.62 -0.32 -3.34
H21 -6.45 0.34 -1.71
H22 -6.81 -1.50 -0.16
H23 -5.09 -1.04 -0.14
H24 -5.54 -2.74 -0.33



Here is a molecular structure, C13H25AlF12N2O18S7 from the OMol25 dataset. Energies are from ωB97M-V/def2-TZVPD.

F_max   8.6 eV/Å
Spin multiplicity   1
HOMO   -0.3764 Eh
Total charge   0
Total energy   -168759.8315 eV

Cartesian coordinates (Å):
Al1 -0.32 0.74 -0.69
C1 3.07 1.05 3.06
F1 4.08 1.00 2.28
F2 3.53 0.87 4.31
F3 2.56 2.27 2.98
S1 1.70 -0.23 2.61
O1 1.90 -1.42 3.46
O2 0.48 0.48 2.83
N1 1.84 -0.40 0.84
S2 2.91 -1.51 0.82
O3 4.06 -1.42 1.76
O4 2.23 -2.82 0.74
C2 3.79 -1.25 -0.89
F4 2.81 -1.08 -1.83
F5 4.51 -0.19 -0.64
F6 4.59 -2.25 -1.12
C3 -5.05 -1.31 -1.05
F7 -5.11 -0.06 -0.46
F8 -5.93 -2.19 -0.52
F9 -5.34 -1.26 -2.37
S3 -3.22 -2.07 -0.95
O5 -3.29 -3.44 -0.48
O6 -2.61 -1.89 -2.28
N2 -2.39 -1.09 0.21
S4 -2.96 -1.48 1.56
O7 -2.92 -0.25 2.40
O8 -4.23 -2.12 1.73
C4 -1.66 -2.71 2.30
F10 -1.92 -3.94 1.81
F11 -0.50 -2.25 1.93
F12 -1.83 -2.68 3.68
O9 -0.58 3.27 -1.93
H1 -0.89 3.94 -2.56
O10 1.97 -3.61 -2.64
S5 0.57 -3.34 -2.14
O11 0.10 -1.98 -1.70
O12 -0.50 -3.96 -3.24
C5 -0.17 -5.19 -3.87
C6 0.44 -5.13 -5.28
C7 0.20 -4.56 -0.78
H2 -1.06 -5.81 -3.92
H3 0.48 -5.84 -3.28
H4 -0.25 -4.67 -5.99
H5 0.75 -6.07 -5.73
H6 1.26 -4.41 -5.32
H7 0.81 -5.45 -0.93
H8 -0.82 -4.96 -0.77
H9 0.29 -4.05 0.18
O13 -2.00 2.42 0.97
S6 -2.92 3.17 1.82
O14 -3.12 4.60 1.62
O15 -4.35 2.35 1.86
C8 -5.40 2.98 2.43
C9 -6.47 1.89 2.67
C10 -2.23 2.94 3.56
H10 -5.69 3.74 1.71
H11 -5.00 3.36 3.37
H12 -6.87 1.57 1.71
H13 -7.26 2.49 3.14
H14 -6.09 1.02 3.21
H15 -1.71 1.99 3.64
H16 -2.97 3.04 4.35
H17 -1.45 3.70 3.60
O16 4.38 2.43 -2.94
S7 3.38 2.74 -1.91
O17 2.33 1.78 -1.56
O18 4.10 3.22 -0.53
C11 5.30 4.00 -0.72
C12 6.29 3.75 0.44
C13 2.57 4.25 -2.55
H18 5.03 5.06 -0.73
H19 5.77 3.76 -1.67
H20 6.79 2.78 0.41
H21 5.81 3.81 1.42
H22 7.05 4.52 0.38
H23 3.32 5.03 -2.64
H24 1.89 4.49 -1.73
H25 2.12 3.86 -3.47